Formula: C61H114N2O31
Source: the Open Molecules 2025 dataset
Level of theory: ωB97M-V/def2-TZVPD

```
208
C61H114N2O31 ωB97M-V/def2-TZVPD
O 5.97213 7.08453 0.31189
C 6.34164 6.92076 -0.84253
O 6.25753 5.73654 -1.49092
C 5.35253 4.71848 -1.03651
C 5.92126 3.73542 0.01918
C 6.94465 8.00505 -1.69759
H 4.98649 4.06626 -1.82944
H 4.42198 5.24739 -0.83052
H 6.00613 4.19482 1.00399
H 6.84989 3.24613 -0.27468
H 5.19777 2.93567 0.17749
H 7.22477 7.69529 -2.70441
H 7.86523 8.22152 -1.15558
H 6.27303 8.86355 -1.69934
O -4.60544 0.36407 0.43834
C -3.44601 0.70396 0.31246
O -2.49903 0.34261 1.19362
C -2.85462 -0.22510 2.43585
C -2.75419 -1.67514 2.49114
C -3.02363 1.41363 -0.93841
H -3.77205 0.23219 2.80642
H -2.13027 0.19347 3.13459
H -3.39095 -2.21111 1.78731
H -2.98001 -1.93787 3.52462
H -1.72036 -1.96544 2.30401
H -3.63425 2.30581 -1.07720
H -3.22134 0.68726 -1.72670
H -1.97672 1.71124 -0.87916
O -2.44110 6.78090 -0.03446
C -1.21812 7.02536 -0.10436
O -0.73012 8.24369 0.07189
C -1.54719 9.42406 0.29407
C -1.87630 10.07168 -1.07881
C -0.24868 5.92345 -0.39364
H -0.99248 10.06785 0.97665
H -2.45813 9.19776 0.84824
H -0.90694 10.29780 -1.52300
H -2.30973 11.07116 -1.04312
H -2.46768 9.42944 -1.73143
H 0.60740 5.76364 0.26188
H 0.12722 6.03639 -1.41052
H -0.84449 5.01083 -0.40881
O -1.03425 -1.79719 -1.56091
C -0.25927 -2.01086 -0.64079
O 0.91553 -1.34191 -0.39843
C 1.30548 -0.10577 -1.05628
C 1.43517 1.07815 -0.01203
C -0.31493 -3.20354 0.31943
H 0.52768 0.18226 -1.76351
H 2.28526 -0.06638 -1.53226
H 2.40438 1.57673 -0.02441
H 1.26129 0.63728 0.96955
H 0.58826 1.73518 -0.20993
H -1.05984 -3.03274 1.09663
H 0.53800 -3.54862 0.90385
H -0.64423 -4.06617 -0.25982
O -0.92421 1.24522 -3.58301
C -0.31665 0.74629 -4.54388
O 0.09568 1.48245 -5.55381
C -0.00613 2.91701 -5.48448
C -1.31723 3.42466 -6.02404
C 0.01033 -0.75307 -4.68676
H 0.71814 3.29975 -6.20355
H 0.14241 3.40283 -4.52011
H -1.28736 4.51383 -5.99350
H -2.16978 3.04487 -5.46100
H -1.59668 3.18098 -7.04904
H -0.03523 -1.21742 -3.70168
H 0.97849 -0.90781 -5.16304
H -0.72530 -1.24826 -5.32058
O -6.39457 2.36434 -3.14397
C -5.28208 2.08944 -3.53013
O -4.29044 3.01976 -3.62063
C -4.45173 4.43102 -3.36464
C -3.17105 5.24148 -3.59503
C -4.84986 0.63180 -3.87683
H -4.54150 4.40088 -2.27876
H -5.30724 4.92623 -3.82394
H -2.30478 4.67854 -3.94254
H -2.75380 5.48010 -2.61673
H -3.31818 6.16619 -4.15305
H -5.40257 0.23570 -4.72872
H -5.05735 0.07438 -2.96342
H -3.76760 0.61679 -4.00570
O -4.53929 -6.28957 6.56243
C -4.17475 -5.11968 6.59322
O -3.78092 -4.48108 5.49971
C -4.02881 -4.98367 4.21879
C -2.70173 -5.57612 3.72650
C -4.01117 -4.34522 7.85246
H -4.15939 -4.02925 3.70875
H -4.98026 -5.51549 4.21615
H -2.34726 -6.19342 4.55197
H -1.86116 -4.93088 3.47120
H -2.81520 -6.17718 2.82431
H -3.60119 -3.36172 7.62281
H -3.54773 -4.88990 8.67504
H -5.01485 -4.00145 8.10255
O 4.18671 -1.68371 -4.21331
C 4.28272 -1.15482 -3.11391
O 4.58005 0.16974 -2.83150
C 4.66524 1.21693 -3.84615
C 5.83113 1.06318 -4.80819
C 4.25848 -2.01340 -1.84927
H 4.69270 2.12016 -3.23663
H 3.75671 1.05795 -4.42699
H 6.04904 1.89948 -5.47242
H 5.77010 0.22372 -5.50076
H 6.81396 0.88352 -4.37244
H 3.86609 -2.99522 -2.11412
H 3.73436 -1.47592 -1.05901
H 5.28670 -2.08455 -1.49456
O 6.02062 -0.45161 0.59187
C 6.20216 0.24245 1.59608
O 5.28247 0.67730 2.48028
C 4.01903 0.11477 2.59815
C 3.49880 0.54512 3.93100
C 7.58183 0.84501 1.94206
H 4.20436 -0.95476 2.49891
H 3.35624 0.47160 1.80982
H 4.11485 0.11234 4.71921
H 2.47880 0.16965 4.01306
H 3.37745 1.61963 4.06810
H 8.07801 1.21232 1.04373
H 8.21169 0.15420 2.50254
H 7.46414 1.73164 2.56506
O -4.40957 4.14702 1.88610
C -3.89783 4.84742 2.83019
O -4.37227 5.96427 3.32963
C -5.62805 6.53468 3.13778
C -5.82937 7.67255 4.20244
C -2.47947 4.49696 3.17165
H -6.32946 5.70230 3.19496
H -5.84246 7.06545 2.21019
H -5.22458 8.52941 3.90562
H -5.43624 7.33971 5.16305
H -6.85255 8.02658 4.32841
H -2.13132 3.58866 2.67985
H -2.33954 4.35691 4.24352
H -1.82815 5.29673 2.81913
O -1.56414 0.66231 5.68510
C -0.85113 -0.09741 6.23968
O 0.47644 0.18795 6.57928
C 0.97919 1.45462 6.31203
C 2.32931 1.89092 7.01552
C -1.20064 -1.48122 6.59051
H 0.11193 2.08880 6.49578
H 1.11745 1.57066 5.23708
H 3.08486 1.21061 6.62256
H 2.25783 1.72451 8.09037
H 2.62683 2.87234 6.64623
H -2.14107 -1.57403 6.04731
H -1.08501 -1.77760 7.63305
H -0.46430 -2.04525 6.01800
C 3.14001 -5.89334 -1.23302
C 2.54841 -7.06512 -2.02292
C 1.32042 -6.63772 -2.75025
C 0.48586 -7.74447 -3.27495
N -0.15088 -8.61650 -3.70331
H 3.68189 -6.26918 -0.36515
H 2.41150 -5.14618 -0.91818
H 3.86675 -5.34120 -1.82891
H 2.31467 -7.89798 -1.35975
H 3.32823 -7.35039 -2.72905
H 1.54067 -5.99917 -3.60573
H 0.70258 -6.22403 -1.95324
C 0.64177 -4.71374 -7.01799
C -0.18458 -3.39841 -7.25879
C -1.36070 -3.63745 -8.27788
C -1.00252 -3.51324 -9.72891
N -0.59226 -3.40689 -10.76106
H 0.78891 -5.13666 -8.01177
H 0.03180 -5.51721 -6.60513
H 1.54278 -4.50340 -6.44175
H 0.46363 -2.58629 -7.58798
H -0.66299 -3.26005 -6.28921
H -2.11362 -2.89258 -8.02023
H -1.71857 -4.66703 -8.27953
C 0.26574 -6.95293 2.05777
C 1.05084 -7.98262 1.20512
O 0.21009 -8.18974 0.04073
C -0.85161 -7.39906 0.14666
O -1.77836 -7.41849 -0.69797
O -0.75978 -6.59902 1.14708
H 0.98248 -6.19498 2.37383
H -0.27802 -7.35651 2.91190
H 1.28326 -8.91164 1.72568
H 2.04162 -7.61819 0.93371
C 3.40496 -4.62151 5.28497
C 4.08808 -3.31104 5.19759
O 3.00888 -2.42189 4.77660
C 2.10585 -3.16725 4.06955
O 1.20090 -2.68353 3.36484
O 2.27253 -4.51056 4.40147
H 3.02752 -4.75792 6.29840
H 4.05775 -5.41551 4.92230
H 4.86544 -3.35505 4.43477
H 4.49121 -3.03926 6.17315
C -5.26397 -4.15761 -1.36735
C -5.26319 -2.76856 -0.85393
O -6.28038 -2.22536 -1.70428
C -6.39169 -2.94165 -2.75573
O -6.76515 -2.47130 -3.83061
O -6.05947 -4.16670 -2.54476
H -5.82959 -4.80167 -0.69404
H -4.26077 -4.58332 -1.38876
H -4.34423 -2.27920 -1.17661
H -5.35415 -2.83710 0.23011
```

largest force on an atom = 6.547 eV/Å
HOMO level = -9.358 eV
total energy = -4834.52643 Eh
total charge = 0

Atom charges from the Löwdin analysis, given in e for atoms 1 to 8:
1 O 0.09
2 C -0.52
3 O -0.02
4 C -0.20
5 C -0.05
6 C 0.02
7 H 0.09
8 H 0.12